w) ORCA calculation (the ωB97M-V functional and the def2-TZVPD basis) on one molecule with the formula C3H3ClOS.

Each line ends with the Mulliken charge.
Cartesian coordinates (Å):
1 O 0.20925 1.64224 0.82665  -0.47
2 C -0.73579 0.77017 0.48940  0.40
3 S -2.30947 1.19231 1.02071  -0.27
4 C -0.59684 -0.50133 -0.43491  -0.31
5 C 0.62270 -0.99875 -0.75622  -0.18
6 Cl 2.07246 -0.10180 -0.29552  -0.24
7 H 1.23870 1.19558 0.99065  0.38
8 H -1.35481 -1.13349 -0.81113  0.35
9 H 0.85380 -2.06495 -1.02963  0.33

HOMO = -8.63 eV
Frontier orbital gap = 7.9 eV
Net charge = 0
E_LUMO = -0.70 eV
Spin multiplicity = 1


x) ORCA calculation (the ωB97M-V functional and the def2-TZVPD basis) on one molecule with the formula C3H3ClOS.

Each line ends with the Mulliken charge.
Cartesian coordinates (Å):
1 S 0.16088 -0.09089 2.71293  -0.23
2 C -1.21220 -0.04877 1.75888  0.02
3 O -1.39729 -0.30028 0.40337  -0.23
4 C -0.20063 -0.21764 -0.41860  -0.25
5 C -0.28149 0.14808 -1.72944  -0.17
6 Cl 1.25820 0.27277 -2.59967  -0.18
7 H -2.21493 0.09638 2.33543  0.28
8 H 0.75244 -0.28863 -0.04978  0.40
9 H -1.15661 0.12160 -2.39018  0.36

HOMO = -9.37 eV
Frontier orbital gap = 9.0 eV
Net charge = 0
E_LUMO = -0.35 eV
Spin multiplicity = 1


x) takes first place; second place is 0.0089 hartree up.


w) ORCA calculation (the ωB97M-V functional and the def2-TZVPD basis) on one molecule with the formula C3H3ClOS.

Each line ends with the Mulliken charge.
Cartesian coordinates (Å):
1 O 1.70902 0.92346 -1.58885  -0.49
2 C 0.97311 0.41683 -0.75525  0.54
3 S 1.28836 0.70950 0.94744  -0.19
4 C -0.17060 -0.43186 -1.30487  -0.24
5 C -1.26274 -0.94122 -0.67709  -0.27
6 Cl -1.78385 -0.61818 0.93354  -0.14
7 H 0.91986 -0.40229 1.62489  0.13
8 H -0.05874 -0.59194 -2.35607  0.33
9 H -2.06026 -1.49897 -1.16404  0.34

HOMO = -9.98 eV
Frontier orbital gap = 9.7 eV
Net charge = 0
E_LUMO = -0.23 eV
Spin multiplicity = 1


x) ORCA calculation (the ωB97M-V functional and the def2-TZVPD basis) on one molecule with the formula C3H3ClOS.

Each line ends with the Mulliken charge.
Cartesian coordinates (Å):
1 O 1.31824 1.63836 -0.14081  -0.50
2 C 1.14262 0.45366 -0.10719  0.76
3 S 2.31241 -0.73199 0.00877  -0.30
4 C -0.22553 -0.16629 -0.04002  -0.45
5 C -1.25004 0.76140 0.31142  -0.05
6 Cl -2.69432 -0.37959 -0.07599  -0.22
7 H 1.85836 -1.85411 0.79635  0.17
8 H -0.41144 -1.31424 -0.24752  0.28
9 H -1.19033 1.93379 0.74378  0.33

HOMO = -9.89 eV
Frontier orbital gap = 9.3 eV
Net charge = 0
E_LUMO = -0.55 eV
Spin multiplicity = 1


w) takes first place; second place is 0.0785 hartree up.


w) ORCA calculation (the ωB97M-V functional and the def2-TZVPD basis) on a 2-piece molecular cluster, C6H18N2O overall.

Each line ends with the Mulliken charge.
Cartesian coordinates (Å):
1 C 1.99546 1.82998 0.43917  -1.27
2 C 1.82131 0.41060 -0.14909  0.43
3 C 1.87737 0.61618 -1.65252  -1.50
4 N 0.57351 -0.22512 0.33402  -0.23
5 C -0.60991 0.16910 -0.46677  -1.03
6 C -1.94078 -0.05421 0.32044  0.44
7 C -3.07416 0.25591 -0.69299  -1.27
8 N -2.04210 0.68722 1.57377  -0.71
9 H 1.03338 2.34395 0.64736  0.27
10 H 2.65992 2.49636 -0.13029  0.40
11 H 2.40742 1.67626 1.45648  0.36
12 H 2.70303 -0.21514 0.09717  0.28
13 H 2.90584 0.64063 -2.04069  0.39
14 H 1.24190 1.46779 -1.95303  0.34
15 H 1.43497 -0.14873 -2.30216  0.41
16 H 0.38746 0.11898 1.27408  0.29
17 H -0.50687 1.20515 -0.80774  0.43
18 H -0.58077 -0.40979 -1.40657  0.24
19 H -1.97114 -1.12020 0.56718  0.31
20 H -3.69648 -0.61128 -0.81583  0.30
21 H -3.59499 1.09003 -0.18663  0.30
22 H -2.79342 0.73393 -1.63786  0.38
23 H -1.82232 1.68546 1.48568  0.22
24 H -3.01171 0.70984 1.87496  0.28
25 O 1.39043 -3.43234 0.32226  -0.69
26 H 1.37051 -2.46841 0.41654  0.33
27 H 0.47471 -3.65812 0.47492  0.30

HOMO = -9.09 eV
Frontier orbital gap = 10.0 eV
Net charge = 0
E_LUMO = 0.88 eV
Spin multiplicity = 1


x) ORCA calculation (the ωB97M-V functional and the def2-TZVPD basis) on a 2-piece molecular cluster, C6H18N2O overall.

Each line ends with the Mulliken charge.
Cartesian coordinates (Å):
1 C 0.98575 -2.38261 -1.05938  -0.85
2 N 1.38403 -1.18005 -1.77970  -0.45
3 C 1.38979 0.08538 -0.96665  -1.05
4 C -0.03836 0.41709 -0.48218  0.99
5 C -0.65004 1.38858 -1.58144  -1.52
6 N -0.10891 0.79715 0.92980  0.14
7 C -1.52030 1.07966 1.31036  -1.45
8 C 0.86811 1.54646 1.71395  -1.10
9 H -0.07396 -2.55324 -0.83565  0.26
10 H 1.56127 -2.56323 -0.15287  0.31
11 H 1.26716 -3.22602 -1.70097  0.34
12 H 0.62394 -1.03432 -2.44337  0.27
13 H 2.08035 -0.12495 -0.14727  0.53
14 H 1.86570 0.74448 -1.67903  0.35
15 H -0.66727 -0.47420 -0.51738  -0.15
16 H 0.16761 1.94204 -2.02669  0.39
17 H -1.21795 0.75641 -2.26063  0.34
18 H -1.32825 2.11546 -1.13620  0.44
19 H -1.83640 0.27768 1.96952  0.49
20 H -1.53025 2.00732 1.88282  0.32
21 H -2.21909 1.24223 0.49715  0.42
22 H 0.49665 2.46092 2.14810  0.33
23 H 1.69439 1.85901 1.05613  0.34
24 H 1.36753 0.80578 2.34000  0.33
25 O -1.81521 -1.94995 1.68441  -0.69
26 H -1.29663 -1.24856 1.28938  0.39
27 H -1.44966 -2.78856 1.94781  0.28

HOMO = -8.12 eV
Frontier orbital gap = 9.0 eV
Net charge = 0
E_LUMO = 0.85 eV
Spin multiplicity = 1


w) takes first place; second place is 0.0544 hartree up.


w) ORCA calculation (the ωB97M-V functional and the def2-TZVPD basis) on an isolated ion of composition C5H6N and charge +1.

Each line ends with the Mulliken charge.
Cartesian coordinates (Å):
1 C -0.54303 1.72847 0.41108  0.12
2 C 0.25279 -1.57081 1.35684  -0.12
3 C -0.45870 0.95783 -0.83142  -0.34
4 C 0.44458 -0.97214 0.26566  0.06
5 C 0.49671 -0.24186 -0.96812  -0.32
6 N -0.65619 2.45286 1.29791  -0.29
7 H -1.48906 0.40811 -0.87041  0.28
8 H -0.37869 1.63193 -1.69020  0.36
9 H 1.02385 -1.63826 2.11097  0.30
10 H -0.72677 -1.75326 1.76232  0.30
11 H 0.40195 -0.80927 -2.03576  0.40
12 H 1.63256 -0.19361 -0.80886  0.26

HOMO (spin up / spin down) = -14.31 / -15.99 eV
Frontier orbital gap (spin up / spin down) = 9.0 / 5.8 eV
Net charge = +1
E_LUMO (spin up / spin down) = -5.35 / -10.17 eV
Spin multiplicity = 3


x) ORCA calculation (the ωB97M-V functional and the def2-TZVPD basis) on a 2-piece molecular cluster, C5H6N overall.

Each line ends with the Mulliken charge.
Cartesian coordinates (Å):
1 C -2.22884 -1.70159 -0.50434  0.07
2 C -1.40812 -0.82176 -0.57935  -0.06
3 C 1.99706 0.67280 0.16250  -0.14
4 C 1.60978 -0.46197 0.68202  0.07
5 C -0.36232 0.07006 -0.88617  -0.42
6 N 0.73355 0.10665 -0.27256  0.04
7 H -3.13694 -2.24554 -0.61597  0.42
8 H 2.69328 1.33873 -0.25314  0.35
9 H 1.89166 -1.08939 1.42642  0.38
10 H -0.87559 1.88749 1.15663  0.20
11 H -0.33505 1.39624 1.39781  -0.18
12 H -0.57847 0.84830 -1.71384  0.27

HOMO (spin up / spin down) = -11.13 / -15.53 eV
Frontier orbital gap (spin up / spin down) = 6.1 / 7.3 eV
Net charge = +1
E_LUMO (spin up / spin down) = -5.01 / -8.22 eV
Spin multiplicity = 3


w) takes first place; second place is 0.1077 hartree up.


w) ORCA calculation (the ωB97M-V functional and the def2-TZVPD basis) on a 2-piece molecular cluster, C3H7N2O2 overall.

Each line ends with the Mulliken charge.
Cartesian coordinates (Å):
1 C -3.30468 0.37934 -0.02425  -0.66
2 C -2.58951 -0.64740 -0.17803  -0.10
3 C 2.65329 0.28905 -0.15021  -0.59
4 N 0.39558 0.13752 0.22321  0.18
5 N -0.77122 0.57091 0.21244  0.29
6 O -1.09672 1.71083 0.13938  -0.25
7 O 1.48635 1.01842 0.18897  -0.19
8 H -4.26151 0.60234 -0.31343  0.35
9 H -3.12581 1.42546 0.35814  0.31
10 H -2.33031 -1.61476 -0.48323  0.44
11 H 3.07218 -0.39137 0.74282  0.30
12 H 3.48912 1.11621 -0.26737  0.27
13 H 2.59631 -0.19994 -1.19272  0.32
14 H 0.75106 -0.73094 0.53863  0.32

HOMO (spin up / spin down) = -11.80 / -15.14 eV
Frontier orbital gap (spin up / spin down) = 6.0 / 6.7 eV
Net charge = +1
E_LUMO (spin up / spin down) = -5.80 / -8.41 eV
Spin multiplicity = 3


x) ORCA calculation (the ωB97M-V functional and the def2-TZVPD basis) on an isolated ion of composition C3H7N2O2 and charge +1.

Each line ends with the Mulliken charge.
Cartesian coordinates (Å):
1 C 1.89438 -0.55639 0.06703  -0.13
2 C -1.59445 0.45410 0.04336  0.81
3 C -2.56868 0.63256 -1.02354  -0.99
4 N 2.88337 -0.68456 0.91882  -0.24
5 N 0.68289 -0.22705 0.39174  -0.01
6 O -1.57260 0.64086 1.20484  -0.42
7 O -0.28422 -0.10582 -0.55514  -0.13
8 H 2.07675 -0.73653 -0.98886  0.37
9 H -2.29633 1.51156 -1.60764  0.32
10 H -3.55470 0.78823 -0.58892  0.34
11 H -2.56212 -0.22249 -1.69646  0.34
12 H 3.79515 -0.96506 0.59038  0.26
13 H 2.77263 -0.52695 1.91165  0.23
14 H 0.32792 -0.00244 1.33276  0.25

HOMO (spin up / spin down) = -10.13 / -16.51 eV
Frontier orbital gap (spin up / spin down) = 6.9 / 8.7 eV
Net charge = +1
E_LUMO (spin up / spin down) = -3.22 / -7.82 eV
Spin multiplicity = 3


y) ORCA calculation (the ωB97M-V functional and the def2-TZVPD basis) on a 2-piece molecular cluster, C3H7N2O2 overall.

Each line ends with the Mulliken charge.
Cartesian coordinates (Å):
1 C 1.61671 -2.52105 -0.71037  0.82
2 C 0.49660 -0.33332 0.59992  -0.78
3 C -0.88930 -0.19422 0.71054  0.26
4 N 0.49604 -2.88093 -1.07120  -0.60
5 N -1.29324 1.36726 1.08411  -0.43
6 O 2.69461 -2.13161 -0.44701  -0.38
7 O -0.53386 -0.10545 -0.72062  -0.35
8 H 1.21885 0.34650 0.86635  0.36
9 H -1.69042 -0.87713 0.89935  0.38
10 H -0.65272 -0.98923 -1.14482  0.36
11 H 0.12328 -3.79821 -1.03338  0.25
12 H -0.55815 1.91796 0.62100  0.39
13 H -1.10907 1.54248 2.12924  0.40
14 H -2.13690 1.78777 0.83311  0.32

HOMO (spin up / spin down) = -10.46 / -14.58 eV
Frontier orbital gap (spin up / spin down) = 6.7 / 9.2 eV
Net charge = +1
E_LUMO (spin up / spin down) = -3.73 / -5.36 eV
Spin multiplicity = 3


x) takes first place; second place is 0.0742 hartree up.